Entry 1:
19
Properties=species:S:1:pos:R:3:lowdin_charge:R:1 method="wB97M-V/def2-TZVPD" lumo_energy_ev=0.45 orbital_gap_ev=9.14
C 1.130 -2.130 -0.770 -0.080
C -2.089 -0.546 0.003 -0.004
C -0.766 -0.386 -0.715 -0.491
O 0.226 -1.455 0.109 -0.209
O -0.602 -0.350 -1.910 0.051
H 1.607 -2.931 -0.205 0.092
H 0.580 -2.543 -1.615 0.090
H 1.885 -1.441 -1.155 0.094
H -2.733 0.286 -0.280 0.090
H -1.950 -0.561 1.082 0.085
H -2.553 -1.479 -0.317 0.093
C 0.631 2.709 0.718 -0.053
C 0.716 1.231 0.828 -0.308
N 1.381 0.365 1.341 0.127
H 0.903 -0.707 0.869 0.063
H -0.184 0.707 -0.045 0.109
H 0.762 3.014 -0.321 0.086
H -0.350 3.052 1.048 0.081
H 1.404 3.165 1.337 0.083


Entry 2:
19
Properties=species:S:1:pos:R:3:lowdin_charge:R:1 method="wB97M-V/def2-TZVPD" smiles="C=C(C)O.CC(N)=O" lumo_energy_ev=0.82 orbital_gap_ev=9.46
C -0.727 -0.204 1.762 0.044
C -1.205 -0.360 0.513 -0.499
C -2.204 0.548 -0.140 -0.036
O -0.982 -1.555 -0.122 0.007
H -0.195 -0.990 2.268 0.061
H -1.015 0.652 2.345 0.055
H -1.829 0.846 -1.121 0.072
H -3.145 0.017 -0.292 0.090
H -2.385 1.439 0.455 0.081
H -0.945 -1.384 -1.076 0.096
C 2.124 -0.885 -0.502 0.004
C 1.043 0.204 -0.853 -0.579
N 1.248 1.378 -0.176 0.150
O 0.443 0.152 -1.918 0.021
H 1.981 -1.364 0.465 0.071
H 2.144 -1.634 -1.287 0.078
H 3.087 -0.379 -0.512 0.072
H 0.514 2.067 -0.240 0.110
H 2.046 1.454 0.431 0.103


Entry 3:
19
Properties=species:S:1:pos:R:3:lowdin_charge:R:1 method="wB97M-V/def2-TZVPD" smiles=N[C@H](CO)C1(O)CC1 lumo_energy_ev=0.74 orbital_gap_ev=9.71
N -0.238 2.075 -0.051 -0.009
C -0.349 0.630 -0.281 -0.396
C -1.644 0.026 0.228 -0.232
O -1.955 -1.054 -0.634 -0.072
C 0.924 -0.059 -0.244 -0.609
O 1.873 0.577 -0.984 0.038
C 1.408 -0.835 0.944 0.001
C 1.005 -1.554 -0.424 0.013
H 0.309 2.379 0.980 0.182
H -1.132 2.693 -0.149 0.110
H -0.607 0.360 -1.439 0.198
H -1.250 -0.395 1.287 0.145
H -2.339 0.880 0.441 0.121
H -2.846 -1.454 -0.594 0.110
H 1.843 1.431 -0.514 0.096
H 2.358 -0.640 1.277 0.074
H 0.619 -1.113 1.609 0.075
H 0.146 -2.063 -0.475 0.045
H 1.873 -1.884 -0.976 0.110


Entry 4:
19
Properties=species:S:1:pos:R:3:lowdin_charge:R:1 method="wB97M-V/def2-TZVPD" lumo_energy_ev="-0.19 / -0.19" orbital_gap_ev="7.32 / 7.33"
C 1.293 0.774 0.515 -0.067
C -0.901 1.639 0.449 0.090
C -0.973 -0.767 -0.248 -0.155
C -0.406 -0.876 -1.648 -0.142
N 0.346 1.748 0.046 -0.012
C 0.453 -0.564 1.044 -0.674
O 1.277 -1.655 0.715 -0.010
O -0.001 -0.500 2.200 -0.081
H 1.245 -2.235 1.489 0.107
H 0.498 2.113 -0.885 0.144
H 1.833 1.108 1.395 0.125
H 1.987 0.526 -0.283 0.116
H -1.091 1.246 1.437 0.102
H -1.670 2.152 -0.113 0.112
H -1.943 -0.260 -0.240 0.067
H -1.185 -1.738 0.193 0.089
H -0.073 0.093 -2.039 0.054
H -1.142 -1.260 -2.363 0.067
H 0.454 -1.545 -1.663 0.068


Entry 5:
19
Properties=species:S:1:pos:R:3:lowdin_charge:R:1 method="wB97M-V/def2-TZVPD" smiles="CC(C)=O.N/C=C/O" lumo_energy_ev=0.68 orbital_gap_ev=8.31
C -0.055 0.271 1.915 -0.030
C -1.105 -0.080 0.838 -0.499
C -1.255 -1.551 0.539 -0.032
O -1.998 0.727 0.573 0.024
H 0.122 1.350 1.903 0.080
H 0.883 -0.264 1.744 0.064
H -0.459 -0.021 2.885 0.086
H -1.857 -2.029 1.314 0.091
H -1.748 -1.668 -0.430 0.084
H -0.272 -2.026 0.490 0.075
N -0.171 1.724 -1.847 0.033
C 0.410 0.488 -1.653 -0.234
C 1.564 0.261 -1.002 -0.236
O 2.136 -0.976 -0.963 -0.031
H -1.162 1.646 -2.077 0.087
H -0.080 2.334 -1.035 0.087
H -0.021 -0.299 -2.270 0.128
H 2.087 1.020 -0.436 0.118
H 2.983 -0.908 -0.489 0.104


Entry 6:
19
Properties=species:S:1:pos:R:3:lowdin_charge:R:1 method="wB97M-V/def2-TZVPD" smiles="O=CN1CCCC1.O" lumo_energy_ev=0.64 orbital_gap_ev=9.81
O -1.946 -1.414 0.471 -0.046
C -0.705 -1.260 0.352 -0.293
N -0.328 0.040 0.210 -0.072
C -1.214 1.183 -0.113 -0.189
C -0.410 2.205 -0.824 -0.193
C 1.087 1.841 -0.580 -0.149
C 1.143 0.295 -0.236 -0.078
H 0.001 -2.171 0.350 0.136
H -2.123 0.847 -0.777 0.149
H -1.750 1.569 0.743 0.111
H -0.561 3.238 -0.392 0.119
H -0.689 2.211 -1.969 0.141
H 1.449 2.470 0.186 0.084
H 1.668 1.997 -1.489 0.098
H 1.679 0.205 0.621 0.071
H 1.482 -0.263 -1.078 0.102
O 0.354 -4.257 1.912 -0.119
H 1.217 -4.272 1.366 0.075
H -0.355 -4.465 1.248 0.052


Entry 7:
21
Properties=species:S:1:pos:R:3:lowdin_charge:R:1 method="wB97M-V/def2-TZVPD" lumo_energy_ev="-0.70 / -0.70" orbital_gap_ev="7.67 / 7.67"
C 1.948 -1.254 0.475 -0.214
C 1.716 -1.168 -1.023 -0.339
C 1.575 0.105 1.173 -0.183
C -3.061 0.942 0.501 -0.172
C -2.568 -0.222 -0.275 -0.472
N 0.911 -0.045 -1.426 -0.383
O 2.331 1.947 -0.718 -0.315
O -0.005 1.902 -0.102 -0.428
S -1.260 -0.295 -1.371 1.028
S 1.224 1.111 -0.334 0.553
H 1.331 -2.100 0.814 0.101
H 2.892 -1.555 0.989 0.115
H 2.635 -1.385 -1.555 0.108
H 1.094 -2.000 -1.401 0.098
H 0.591 0.101 1.695 0.094
H 2.401 0.561 1.779 0.111
H -3.273 0.542 1.542 0.083
H -2.267 1.744 0.733 0.090
H -4.056 1.253 -0.033 0.120
H -2.901 -1.161 0.167 0.055
H -1.258 0.978 -1.631 -0.050


Entry 8:
20
Properties=species:S:1:pos:R:3:lowdin_charge:R:1 method="wB97M-V/def2-TZVPD" smiles="NCCCOCC(=O)O" lumo_energy_ev=0.46 orbital_gap_ev=10.50
N 0.954 -1.458 -2.168 0.032
C 2.152 -1.672 -1.194 -0.317
C 2.288 -0.776 -0.070 -0.246
C 1.036 -0.834 1.102 -0.229
O -0.273 -0.531 0.725 -0.164
C -0.248 0.924 0.589 -0.108
C -1.757 1.478 0.476 -0.312
O -2.061 2.714 0.582 0.035
O -2.782 0.489 0.122 0.018
H 1.347 -0.517 -2.384 0.067
H 0.238 -1.297 -1.543 -0.009
H 3.200 -1.071 -1.733 0.168
H 2.548 -2.917 -0.916 0.181
H 2.052 0.254 -0.423 0.090
H 3.208 -0.827 0.601 0.133
H 1.290 -0.133 2.018 0.130
H 1.154 -1.824 1.592 0.114
H 0.094 1.492 -0.288 0.122
H 0.551 1.363 1.335 0.157
H -2.256 -0.414 0.064 0.141


Entry 9:
20
Properties=species:S:1:pos:R:3:lowdin_charge:R:1 method="wB97M-V/def2-TZVPD" smiles="CCC(=O)NCC=O.O" lumo_energy_ev=0.44 orbital_gap_ev=10.31
C 1.506 1.216 -1.044 -0.052
C 1.450 0.372 0.247 -0.148
C 1.401 -1.107 -0.100 -0.499
O 2.325 -1.706 -0.617 0.066
N 0.247 -1.807 0.204 0.051
C -0.732 -1.486 1.242 -0.122
C -1.958 -0.864 0.574 -0.250
O -3.054 -0.763 1.057 0.061
H 0.838 2.064 -0.936 0.042
H 1.079 0.583 -1.820 0.088
H 2.447 1.636 -1.368 0.077
H 2.187 0.384 1.061 0.129
H 0.555 0.660 0.790 0.074
H 0.094 -2.657 -0.295 0.136
H -0.335 -0.698 1.878 0.121
H -1.040 -2.398 1.743 0.131
H -1.787 -0.365 -0.400 0.115
O -1.819 2.581 -0.962 -0.045
H -2.428 1.880 -0.756 0.013
H -0.975 2.474 -0.500 0.011


Entry 10:
20
Properties=species:S:1:pos:R:3:lowdin_charge:R:1 method="wB97M-V/def2-TZVPD" smiles="C=C(O)[C@H](O)[C@H](N)CO" lumo_energy_ev=0.52 orbital_gap_ev=9.38
C 1.857 0.005 1.488 0.058
C 1.666 -0.185 0.188 -0.384
O 2.612 0.125 -0.730 0.063
C 0.356 -0.700 -0.376 -0.266
O 0.622 -1.186 -1.685 -0.027
C -0.739 0.428 -0.413 -0.329
N -0.301 1.772 -0.109 0.051
C -1.891 0.069 0.538 -0.236
O -2.516 -1.144 0.194 -0.057
H 2.787 0.398 1.854 0.065
H 1.095 -0.239 2.203 0.061
H 2.313 -0.230 -1.581 0.100
H -0.012 -1.516 0.257 0.150
H -0.117 -1.729 -1.968 0.106
H -1.130 0.451 -1.441 0.147
H 0.450 2.053 -0.731 0.085
H 0.059 1.820 0.839 0.071
H -2.606 0.899 0.553 0.124
H -1.502 -0.071 1.549 0.124
H -3.004 -1.019 -0.627 0.092


Entry 11:
20
Properties=species:S:1:pos:R:3:lowdin_charge:R:1 method="wB97M-V/def2-TZVPD" smiles="CC(C)[C@](N)(O)C(=O)O" lumo_energy_ev=0.69 orbital_gap_ev=10.32
C 1.398 0.621 1.349 -0.073
C 0.250 -0.174 0.779 -0.228
C -1.278 0.674 1.137 -0.010
C 0.301 -0.432 -0.696 -0.518
N 0.668 -1.765 -1.098 0.116
O 1.110 0.488 -1.415 -0.003
C -1.244 -0.149 -1.036 -0.469
O -2.053 -1.077 -1.111 0.081
O -1.357 1.032 -1.737 0.081
H 2.339 0.107 1.125 0.089
H 1.425 1.621 0.905 0.086
H 1.309 0.736 2.432 0.084
H 0.050 -1.082 1.351 0.130
H -0.901 1.623 1.525 0.063
H -2.197 0.981 0.634 0.076
H -1.699 0.078 1.950 0.068
H 0.479 -2.455 -0.374 0.095
H 0.063 -2.031 -1.879 0.102
H 1.798 -0.082 -1.799 0.120
H -0.460 1.286 -2.042 0.108


Entry 12:
20
Properties=species:S:1:pos:R:3:lowdin_charge:R:1 method="wB97M-V/def2-TZVPD" smiles="CC(=O)[C@H](C)O.NC=O" lumo_energy_ev=0.72 orbital_gap_ev=9.79
C -1.263 -1.494 0.876 -0.011
C -0.787 -0.725 -0.325 -0.437
O -0.681 -1.198 -1.440 0.048
C -1.251 0.875 -0.204 -0.369
C -0.589 1.785 -1.228 -0.042
O -1.224 1.363 1.107 -0.033
H -0.667 -1.210 1.741 0.080
H -2.294 -1.242 1.118 0.098
H -1.197 -2.565 0.699 0.087
H -2.320 0.801 -0.443 0.149
H 0.455 1.932 -0.947 0.075
H -0.647 1.316 -2.208 0.082
H -1.059 2.766 -1.227 0.084
H -0.298 1.377 1.393 0.078
N 2.882 -1.021 0.004 0.153
C 1.785 -0.369 0.396 -0.424
O 1.595 0.203 1.444 0.020
H 3.715 -0.941 0.570 0.116
H 2.910 -1.523 -0.869 0.110
H 0.936 -0.129 -0.454 0.138


Entry 13:
21
Properties=species:S:1:pos:R:3:lowdin_charge:R:1 method="wB97M-V/def2-TZVPD" s_squared=2.0068 lumo_energy_ev="0.39 / -3.14" orbital_gap_ev="5.78 / 7.00" multiplicity=3
C -0.044 0.793 -0.057 -0.481
C 0.752 -1.418 -0.739 -0.061
C 2.447 0.353 -0.158 -0.105
C -2.252 1.378 0.632 -0.300
C 1.102 -0.227 0.163 -0.340
N -1.071 0.691 0.956 -0.001
O -0.198 1.590 -0.979 0.183
O -2.455 -0.457 -1.316 -0.318
O -3.615 -0.741 0.838 -0.337
S -3.170 0.082 -0.212 0.634
H -0.026 -1.096 -1.508 0.093
H 1.569 -1.884 -1.377 0.101
H 0.284 -2.186 -0.310 0.019
H 2.581 0.717 -1.276 0.119
H 3.335 -0.431 -0.097 0.118
H 2.692 1.206 0.414 0.049
H -2.914 1.841 1.361 0.109
H -1.934 2.203 -0.047 0.121
H 1.233 -0.602 1.147 0.124
H -1.367 -0.323 1.213 0.155
H -4.358 0.920 -0.708 0.117


Energy above the lowest of the compared OMol25 structures with the same formula, charge and spin across the listed records, respectively: 4.106 1.333 4.554 4.286 1.959 1.994 3.766 5.802 1.686 1.901 2.344 1.818 2.455 eV.